Record 1
27
Properties=species:S:1:pos:R:3:forces:R:3:lowdin_charge:R:1 method="wB97M-V/def2-TZVPD" homo_energy_ha=-0.2914 lumo_ev=0.89 relative_energy_kcal_mol=33.4 orbital_gap_ha=0.3242 total_charge=0 smiles=Cc1c[nH]c2ccccc12.CC
C 1.251 -2.904 -0.787 0.4 -1.2 -1.5 -0.058
C 0.724 -0.543 -1.609 0.4 0.6 0.7 -0.165
C 1.598 -1.684 -1.581 0.1 2.0 0.6 -0.239
C 1.491 0.617 -1.835 -0.9 -0.5 -1.1 -0.240
C 2.813 -1.179 -1.990 -0.3 -0.3 0.3 -0.040
C -0.597 -0.374 -1.274 -2.7 -0.1 1.2 -0.051
C -1.218 0.865 -1.241 1.7 1.3 -1.1 -0.089
C -0.411 1.999 -1.556 -1.0 0.2 -0.2 -0.096
C 0.937 1.889 -1.831 0.0 -0.6 0.8 -0.035
N 2.747 0.223 -2.205 1.0 -0.6 0.5 0.073
H -1.280 -1.152 -0.912 0.7 -0.4 -0.4 0.113
H -2.274 1.047 -1.061 0.2 -0.4 0.1 0.095
H -0.917 2.967 -1.681 0.4 -0.3 0.5 0.101
H 0.335 -3.375 -1.227 0.8 0.1 0.5 0.086
H 1.068 -2.768 0.304 0.4 0.3 -0.9 0.092
H 3.680 -1.798 -2.180 0.3 0.5 0.1 0.112
H 3.525 0.899 -2.171 -0.5 -1.1 -0.2 0.163
H 1.638 2.695 -1.804 0.0 0.9 -0.6 0.100
H 2.142 -3.543 -0.977 -0.9 -0.3 0.6 0.079
C -2.232 1.513 3.507 1.3 1.0 0.0 -0.182
C -2.088 0.013 3.349 -1.0 -0.6 1.8 -0.177
H -1.352 1.990 3.959 0.6 -0.3 -0.8 0.057
H -2.419 1.959 2.525 -0.2 0.3 0.4 0.061
H -2.887 1.904 4.301 -0.9 -0.9 -0.7 0.067
H -1.874 -0.412 4.357 -0.6 -0.1 -0.7 0.074
H -1.391 -0.482 2.707 1.2 0.8 -0.6 0.043
H -3.008 -0.366 2.912 -0.5 -0.3 0.6 0.056

***

Record 2
27
Properties=species:S:1:pos:R:3:forces:R:3:lowdin_charge:R:1 method="wB97M-V/def2-TZVPD" homo_energy_ha=-0.2928 lumo_ev=0.94 relative_energy_kcal_mol=13.5 orbital_gap_ha=0.3275 total_charge=0 smiles=Cc1c[nH]c2ccccc12.CC
C -1.981 -1.295 -1.714 0.3 0.0 -0.3 -0.039
C 1.301 0.031 -0.508 -0.6 0.3 0.4 -0.211
C -0.084 0.173 -0.727 -0.2 -0.5 0.5 -0.168
C -0.558 -1.057 -1.316 0.0 0.7 -0.4 -0.254
C 0.537 -1.838 -1.473 -0.4 -0.1 -0.2 -0.062
C 2.027 1.053 0.109 0.4 0.3 -0.9 -0.029
C 1.357 2.177 0.557 0.3 -0.7 -0.5 -0.103
C -0.754 1.310 -0.268 0.2 0.8 0.2 -0.053
C -0.033 2.287 0.384 0.6 0.6 -0.1 -0.111
N 1.654 -1.240 -0.909 0.3 -0.1 -0.8 0.078
H 2.574 -1.511 -1.222 0.0 0.2 0.3 0.149
H 3.098 1.125 -0.063 0.1 -0.4 0.7 0.107
H 0.596 -2.768 -2.017 0.2 -0.1 0.3 0.122
H 1.983 2.962 0.959 -0.3 0.3 0.1 0.099
H -1.810 1.513 -0.389 -0.1 -0.4 -0.3 0.113
H -2.550 -1.742 -0.900 -0.1 -0.1 -0.1 0.075
H -2.030 -1.900 -2.620 -0.1 -0.3 0.2 0.077
H -0.466 3.240 0.665 -0.4 -0.2 0.1 0.102
H -2.469 -0.359 -1.989 0.0 0.1 0.2 0.076
C -1.603 -0.773 1.835 0.2 -0.5 -0.1 -0.163
C -0.709 -0.043 2.820 -0.5 -0.1 1.2 -0.146
H -0.965 -1.196 1.065 0.0 -0.4 0.1 0.044
H -2.113 -1.592 2.347 -0.2 0.0 -0.1 0.070
H -2.325 -0.200 1.255 -0.1 0.4 0.5 0.060
H -0.077 0.715 2.374 0.2 -0.1 0.0 0.036
H -0.149 -0.783 3.403 0.6 0.0 -0.6 0.068
H -1.240 0.413 3.666 -0.4 0.4 -0.5 0.064

***

Record 3
27
Properties=species:S:1:pos:R:3:forces:R:3:lowdin_charge:R:1 method="wB97M-V/def2-TZVPD" homo_energy_ha=-0.2886 lumo_ev=0.89 relative_energy_kcal_mol=8.9 orbital_gap_ha=0.3211 total_charge=0 smiles=Cc1c[nH]c2ccccc12.CC
C -0.789 2.570 3.282 -0.6 0.1 -0.2 -0.183
C -0.115 3.237 4.480 0.0 -0.3 -0.7 -0.165
H -0.889 1.486 3.325 0.3 0.0 0.2 0.041
H -1.810 2.942 3.172 -0.1 0.0 0.1 0.063
H -0.299 2.823 2.345 0.2 0.0 0.0 0.064
H -0.205 4.314 4.329 0.1 0.0 0.4 0.063
H 0.944 2.975 4.504 0.0 0.1 0.2 0.059
H -0.581 2.937 5.418 0.0 0.1 0.0 0.061
C 1.263 -0.970 -3.648 0.3 -0.3 1.2 -0.043
C 0.338 -0.805 -0.024 -0.1 1.4 -0.1 -0.211
C 0.009 -0.845 -1.386 0.1 -1.1 -0.2 -0.148
C 1.240 -1.032 -2.136 -0.9 1.0 -0.2 -0.223
C 2.225 -0.961 -1.212 0.7 -1.0 -0.3 -0.071
C -0.619 -0.391 0.910 0.4 -0.2 0.3 -0.030
C -1.919 -0.265 0.486 -0.5 -0.6 0.1 -0.102
C -2.301 -0.521 -0.845 0.3 0.2 0.0 -0.096
C -1.333 -0.797 -1.781 0.4 0.1 -0.3 -0.033
N 1.705 -0.892 0.064 0.3 0.1 0.0 0.071
H -0.334 -0.123 1.925 -0.1 -0.3 -0.1 0.090
H -2.691 -0.109 1.227 0.0 0.4 0.0 0.097
H 2.277 -0.766 0.877 -0.2 0.0 0.1 0.147
H -3.334 -0.440 -1.149 -0.1 -0.1 0.1 0.095
H 3.286 -1.127 -1.373 -0.1 0.3 0.2 0.122
H -1.544 -0.978 -2.828 -0.3 0.2 0.0 0.106
H 2.226 -1.308 -4.029 0.0 0.2 -0.2 0.073
H 1.053 0.062 -3.932 0.1 -0.1 -0.3 0.083
H 0.482 -1.630 -4.013 -0.1 0.0 -0.3 0.069

***

Record 4
27
Properties=species:S:1:pos:R:3:forces:R:3:lowdin_charge:R:1 method="wB97M-V/def2-TZVPD" homo_energy_ha=-0.2943 lumo_ev=0.94 relative_energy_kcal_mol=16.5 orbital_gap_ha=0.3289 total_charge=0 smiles=Cc1c[nH]c2ccccc12.CC
C -2.834 -2.163 -0.753 -0.4 2.7 0.1 -0.026
C -0.588 0.612 0.475 -1.1 -0.4 -0.6 -0.206
C -1.462 -0.476 0.693 0.1 0.2 0.5 -0.145
C -2.046 -0.879 -0.571 1.1 -0.7 0.5 -0.212
C -1.456 -0.086 -1.491 -0.2 -0.1 -0.4 -0.073
C 0.082 1.224 1.525 1.0 -0.5 -0.1 -0.036
C 0.062 0.599 2.769 -0.8 0.7 -0.2 -0.091
C -1.555 -1.018 1.975 -0.1 0.3 -0.5 -0.029
C -0.772 -0.494 2.990 -0.4 -0.7 -0.2 -0.100
N -0.610 0.852 -0.909 0.3 0.1 0.9 0.056
H -0.602 1.808 -1.223 0.3 0.0 -0.3 0.144
H 0.815 1.999 1.348 -0.3 0.3 0.0 0.100
H -1.406 -0.244 -2.558 -0.4 0.3 -0.1 0.121
H 0.541 1.111 3.589 0.4 -0.3 0.1 0.098
H -2.283 -1.803 2.136 0.2 -0.2 0.3 0.104
H -2.225 -2.989 -0.982 0.8 -1.1 -0.4 0.064
H -3.527 -1.914 -1.550 -0.4 -0.7 -0.1 0.078
H -0.845 -1.022 3.925 0.2 0.3 0.5 0.094
H -3.356 -2.325 0.178 -0.4 -0.3 0.1 0.065
C 2.753 1.091 -0.742 1.5 0.3 0.1 -0.172
C 3.203 0.730 -2.152 -0.1 -0.2 -0.2 -0.168
H 3.471 1.805 -0.324 -0.2 0.1 0.1 0.066
H 1.763 1.517 -0.687 -0.1 -0.1 -0.1 0.018
H 2.846 0.222 -0.090 -0.5 -0.1 0.0 0.073
H 4.114 0.140 -2.160 0.1 -0.4 0.3 0.057
H 2.417 0.140 -2.625 0.1 0.1 -0.3 0.059
H 3.500 1.565 -2.789 -0.6 0.3 0.1 0.060

***

Record 5
27
Properties=species:S:1:pos:R:3:forces:R:3:lowdin_charge:R:1 method="wB97M-V/def2-TZVPD" homo_energy_ha=-0.2876 lumo_ev=0.95 relative_energy_kcal_mol=22.9 orbital_gap_ha=0.3224 total_charge=0 smiles=Cc1c[nH]c2ccccc12.CC
C -0.224 -0.347 3.293 -0.5 1.2 0.0 -0.148
C -0.225 1.167 2.948 0.2 -0.5 0.8 -0.167
H -0.481 -0.831 2.358 0.4 -0.7 0.1 0.055
H 0.745 -0.599 3.703 0.3 -0.4 -0.3 0.056
H -0.947 -0.633 4.060 -0.2 0.2 -0.2 0.059
H -0.223 1.792 3.844 0.0 0.0 0.0 0.060
H -1.068 1.451 2.324 0.0 0.0 -0.1 0.053
H 0.704 1.355 2.418 -0.1 0.3 -0.2 0.034
C -2.323 1.045 -1.698 -1.5 -0.4 -0.2 -0.062
C -0.163 -0.353 -1.347 0.2 1.0 -1.8 -0.141
C -0.945 0.858 -1.262 0.0 -0.5 0.8 -0.263
C 1.086 -0.029 -0.809 1.2 0.9 1.7 -0.237
C -0.269 1.755 -0.512 2.5 -0.4 0.7 -0.042
C -0.300 -1.499 -2.138 0.9 -1.7 2.2 -0.008
C 0.777 -2.418 -2.051 -1.5 1.4 -1.5 -0.101
C 2.009 -2.022 -1.547 0.7 -0.3 0.1 -0.111
C 2.234 -0.809 -0.886 -1.1 -2.0 -1.0 -0.006
N 1.010 1.205 -0.189 -1.4 -0.6 -1.4 0.070
H -1.259 -1.890 -2.450 -0.1 0.4 -0.5 0.105
H 0.628 -3.331 -2.614 0.4 -0.2 0.3 0.092
H 2.827 -2.709 -1.732 0.2 0.0 0.3 0.096
H -2.464 2.116 -1.847 -0.7 -0.1 0.2 0.082
H -3.017 0.561 -0.986 0.1 0.8 0.2 0.091
H -0.434 2.762 -0.172 -0.5 0.1 -0.1 0.120
H 1.772 1.521 0.373 -0.1 0.7 0.1 0.132
H 3.219 -0.647 -0.487 0.0 0.6 0.2 0.103
H -2.669 0.528 -2.596 0.8 0.1 -0.5 0.075

***

Record 6
27
Properties=species:S:1:pos:R:3:forces:R:3:lowdin_charge:R:1 method="wB97M-V/def2-TZVPD" homo_energy_ha=-0.2991 lumo_ev=0.92 relative_energy_kcal_mol=20.5 orbital_gap_ha=0.3331 total_charge=0 smiles=Cc1c[nH]c2ccccc12.CC
C -3.002 -0.087 0.620 0.6 0.5 1.4 -0.052
C -1.092 0.417 -0.999 0.6 -0.5 0.3 -0.136
C -1.664 -0.426 0.038 -1.2 0.5 -0.9 -0.228
C 0.002 -0.297 -1.495 0.1 1.0 -0.3 -0.241
C -0.948 -1.571 0.085 0.4 1.0 0.0 -0.050
C -1.384 1.667 -1.552 -0.6 -0.2 0.3 -0.032
C 0.780 0.211 -2.528 0.4 -1.4 -0.7 -0.032
C -0.640 2.117 -2.610 0.0 0.3 -0.7 -0.105
C 0.412 1.364 -3.165 -0.8 0.6 0.5 -0.091
N 0.147 -1.486 -0.818 -0.6 -0.9 0.8 0.064
H -2.269 2.215 -1.243 0.2 0.1 0.2 0.110
H -2.950 0.803 1.260 0.2 0.3 -0.3 0.079
H -3.313 -0.815 1.360 -0.4 -0.6 -0.3 0.069
H -1.022 -2.333 0.840 0.0 -0.5 -0.3 0.116
H 0.289 -2.330 -1.356 0.5 0.1 0.0 0.145
H 1.577 -0.431 -2.887 0.1 0.2 -0.2 0.109
H -0.903 3.053 -3.090 -0.1 0.0 0.1 0.098
H 0.792 1.705 -4.118 0.6 -0.1 0.2 0.100
H -3.756 0.129 -0.136 0.0 -0.4 0.0 0.083
C 2.323 0.246 2.671 1.1 -0.4 0.7 -0.174
C 2.308 -1.314 2.753 1.0 2.3 -0.2 -0.151
H 2.704 0.543 1.699 -0.5 0.4 -0.2 0.056
H 1.415 0.729 2.996 -0.5 0.1 -0.6 0.050
H 3.073 0.635 3.375 -0.1 -0.1 0.0 0.055
H 2.075 -1.660 1.750 -0.6 -0.7 0.4 0.044
H 1.683 -1.558 3.600 -0.2 -0.8 -0.2 0.057
H 3.361 -1.525 2.950 -0.2 -0.7 0.1 0.057